# 1
DFT (ωB97M-V with the def2-TZVPD basis set) results for a 2-piece molecular cluster, C5H13NO overall in a non-equilibrium geometry.

Structure (XYZ):
```
20
Properties=species:S:1:pos:R:3:mulliken_spin:R:1
H 2.50 0.22 1.17 -0.0002
H 1.38 -0.24 -1.28 0.0002
C 0.56 -2.02 -0.39 0.0001
H 2.54 -1.17 -0.50 0.0000
H -0.48 0.50 -1.34 -0.0198
H 0.99 -0.54 1.75 -0.0004
H -0.30 2.12 -1.82 -0.0136
C 1.52 -0.83 -0.36 0.0000
C -2.02 0.70 0.69 0.0497
C -1.27 1.75 0.02 -0.0792
C 1.46 0.02 0.95 -0.0032
N -0.86 1.44 -1.30 0.3348
O -0.98 2.84 0.46 0.7313
H 0.92 -2.65 -1.22 -0.0001
H -0.41 -1.81 -0.85 -0.0002
H -2.16 -0.25 0.18 0.0070
H -3.04 1.11 0.78 -0.0043
H 0.50 -2.60 0.52 0.0000
H 0.84 0.91 0.83 -0.0029
H -1.68 0.50 1.70 0.0009
```

## Properties
ΔE to the lowest compared entry with this formula, charge and spin in kcal per mole: 47.9
Max |F| in eV/Å: 3.9
Orbital gap (spin up / spin down) in eV: 10.34 / 5.34
Total energy in Eh: -327.93895
2S+1: 2
E_HOMO (spin up / spin down) in eV: -15.0 / -15.0
Total charge: +1

# 2
DFT (ωB97M-V with the def2-TZVPD basis set) results for a 2-piece molecular cluster, C5H13NO2 overall in a non-equilibrium geometry.

Structure (XYZ):
```
21
Properties=species:S:1:pos:R:3:nbo_charge:R:1
H 0.58 0.96 3.56 0.2122
O 0.09 -0.41 -3.75 -0.5885
C 0.16 -0.59 -2.56 0.7936
H 0.76 1.63 0.84 0.3449
H 1.94 -0.59 2.26 0.1857
H 1.62 0.63 -0.09 0.3712
H 2.07 -0.36 -2.51 0.5033
H -1.08 -1.80 -1.24 0.2307
H 0.63 -0.94 1.21 0.1622
C 1.07 -0.14 1.78 -0.2202
H -1.67 1.24 -1.36 0.2135
H -2.53 0.07 -0.41 0.2169
C -1.09 -0.84 -1.74 -0.5123
C -1.54 0.30 -0.82 -0.6025
H -0.85 0.46 0.01 0.2100
C 0.07 0.37 2.79 -0.6228
O 1.35 -0.65 -1.93 -0.7045
H -0.71 1.00 2.37 0.1981
H -1.83 -0.85 -2.54 0.2365
N 1.49 0.93 0.86 -0.8439
H -0.50 -0.43 3.27 0.2158
```

## Properties
ΔE to the lowest compared entry with this formula, charge and spin in kcal per mole: 19.5
Structure (SMILES): CCC(=O)O.CCN
Max |F| in eV/Å: 1.2
Orbital gap in eV: 9.82
Total energy in Eh: -403.54551
E_HOMO in eV: -9.1

# 3
DFT (ωB97M-V with the def2-TZVPD basis set) results for a 2-piece molecular cluster, C5H13NO2 overall in a non-equilibrium geometry.

Structure (XYZ):
```
21
Properties=species:S:1:pos:R:3:nbo_charge:R:1
H -1.82 -0.60 -0.26 0.3906
H -3.60 -1.11 2.56 0.2399
H 1.17 1.73 1.01 0.2159
H -2.98 -2.67 2.32 0.2430
H 0.41 -1.03 -1.54 0.2177
H -0.16 1.22 2.05 0.2399
H 1.20 0.57 -1.43 0.2214
C 0.16 1.33 1.02 -0.6258
C 0.31 0.00 -1.19 -0.6101
C -1.59 -1.10 1.78 0.6745
H -0.53 0.56 -1.61 0.1920
C 0.06 -0.01 0.33 -0.0470
H 0.83 -0.63 0.76 0.1997
H -0.52 2.07 0.59 0.1948
H 5.20 1.01 -3.62 0.4674
O 4.89 1.85 -4.01 -0.9343
C -2.96 -1.68 1.86 -0.7080
H -3.46 -1.72 0.89 0.2080
H 5.44 1.94 -4.79 0.4671
O -0.84 -1.00 2.74 -0.6256
N -1.19 -0.73 0.53 -0.6210
```

## Properties
ΔE to the lowest compared entry with this formula, charge and spin in kcal per mole: 10.8
Structure (SMILES): CC(=O)NC(C)C.O
Max |F| in eV/Å: 1.4
Orbital gap in eV: 10.33
Total energy in Eh: -403.55932
E_HOMO in eV: -9.5

# 4
DFT (ωB97M-V with the def2-TZVPD basis set) results for a 2-piece molecular cluster, C5H13NO2 overall in a non-equilibrium geometry.

Structure (XYZ):
```
21
Properties=species:S:1:pos:R:3:nbo_charge:R:1
H -0.18 1.34 -1.73 0.1804
H 2.83 -0.15 -1.83 0.1129
H 1.03 -0.55 -0.38 0.2107
H -0.43 -1.56 0.82 0.2117
C -1.44 -1.70 0.36 -0.6359
O 2.21 1.77 -2.35 -0.5093
H 0.05 2.37 -0.51 0.2111
H -1.73 1.29 0.29 0.3661
H -2.88 -0.42 -0.63 0.1945
H 1.84 0.83 0.54 0.2349
O 0.98 -0.56 3.21 -0.9337
N -1.08 0.68 0.01 -0.6552
C 1.35 0.54 -0.43 -0.5258
H 1.56 0.43 3.42 0.4643
H 0.49 -0.36 2.43 0.4690
C 2.26 0.75 -1.71 0.4564
H -1.76 -2.84 0.05 0.2206
H -2.26 -1.74 1.17 0.2138
C 0.04 1.28 -0.70 -0.2287
H -1.18 -0.82 -1.50 0.1841
C -1.69 -0.59 -0.54 -0.2419
```

## Properties
ΔE to the lowest compared entry with this formula, charge and spin in kcal per mole: 92.6
Structure (SMILES): CCNCCC=O.O
Max |F| in eV/Å: 6.0
Orbital gap in eV: 9.58
Total energy in Eh: -403.42904
E_HOMO in eV: -8.9

# 5
DFT (ωB97M-V with the def2-TZVPD basis set) results for a 2-piece molecular cluster, C5H13NO2 overall in a non-equilibrium geometry.

Structure (XYZ):
```
21
Properties=species:S:1:pos:R:3:nbo_charge:R:1
O 1.33 -2.78 0.07 -0.9164
C -0.72 0.24 1.43 0.6966
H 1.10 0.11 -2.46 0.2214
N 0.12 0.25 0.33 -0.6612
C -1.33 0.97 -1.62 -0.6265
C -0.04 1.21 -0.76 -0.0331
C -0.31 -0.76 2.60 -0.7155
H 1.07 1.81 -2.48 0.2224
O -1.74 0.85 1.62 -0.5975
H 1.23 -3.24 0.85 0.4607
H 0.73 -2.07 0.24 0.4562
H 0.75 -0.72 2.85 0.2129
H -1.50 -0.11 -1.46 0.2189
H 1.02 -0.27 0.24 0.4082
H -0.50 -1.75 2.31 0.2092
H -0.90 -0.62 3.49 0.2412
H -1.31 1.30 -2.65 0.2118
H 0.04 2.12 -0.37 0.1886
H 2.03 0.90 -1.18 0.1978
H -2.18 1.60 -1.28 0.2234
C 1.11 0.97 -1.77 -0.6190
```

## Properties
ΔE to the lowest compared entry with this formula, charge and spin in kcal per mole: 33.8
Structure (SMILES): CC(=O)NC(C)C.O
Max |F| in eV/Å: 5.7
Orbital gap in eV: 10.56
Total energy in Eh: -403.52270
E_HOMO in eV: -9.8

# 6
DFT (ωB97M-V with the def2-TZVPD basis set) results for a 3-piece molecular cluster, C5H13NO2 overall in a non-equilibrium geometry.

Structure (XYZ):
```
21
Properties=species:S:1:pos:R:3:nbo_charge:R:1
H 0.49 1.33 -0.33 0.2081
C -0.64 -1.04 -1.11 -0.6117
O -0.47 1.15 2.55 -0.9473
H 1.30 -2.90 -0.51 0.2068
C 0.66 -0.84 -0.33 -0.2074
H 2.13 0.73 -0.02 0.2046
O -1.48 3.31 0.69 -0.5163
H 0.45 -0.94 0.74 0.1691
H -3.41 0.87 1.25 0.4274
H -1.37 -0.29 -0.83 0.2193
C 1.22 0.56 -0.60 -0.6109
H -0.45 -0.97 -2.17 0.2017
H 1.94 -1.83 -1.76 0.2019
C 1.69 -1.90 -0.70 -0.6011
N -2.81 1.39 0.65 -0.7949
H -1.06 -2.03 -0.90 0.2047
H -0.40 0.45 1.91 0.4718
H 2.60 -1.78 -0.13 0.2060
C -2.17 2.39 0.79 0.8821
H 0.33 1.69 2.46 0.4793
H 1.46 0.67 -1.65 0.2067
```

## Properties
ΔE to the lowest compared entry with this formula, charge and spin in kcal per mole: 17.5
Structure (SMILES): CC(C)C.N=C=O.O
Max |F| in eV/Å: 1.5
Orbital gap in eV: 11.68
Total energy in Eh: -403.54867
E_HOMO in eV: -10.9